No. 1
This record from the OMol25 dataset describes a structure of composition C16H23CoN2OS5. The level of theory is ωB97M-V/def2-TZVPD.

Cartesian coordinates (Å):
Co1 -0.02079 0.86668 -0.22507
S1 2.44937 1.03753 -0.51126
C1 1.83477 2.63051 -0.64146
N1 0.52638 2.77883 -0.58553
C2 0.12896 4.10479 -0.66737
C3 -1.17890 4.58206 -0.65738
C4 -1.37904 5.94584 -0.75303
C5 -0.30125 6.82830 -0.86473
C6 1.00059 6.36214 -0.88886
C7 1.20545 4.99215 -0.78844
S2 2.71162 4.10857 -0.80285
H1 -2.01178 3.89350 -0.59541
H2 -2.38748 6.33693 -0.74932
H3 -0.48674 7.89074 -0.94116
H4 1.83369 7.04490 -0.98574
S3 -2.41790 0.75720 -0.44172
C8 -2.07515 0.72007 1.21158
N2 -2.19555 -0.34750 1.98555
C9 -1.53403 -0.29466 3.28620
C10 -1.51573 1.18041 3.66309
S4 -1.40316 2.06952 2.07547
H5 -2.43395 -1.22771 1.55259
H6 -0.51823 -0.68895 3.18437
H7 -2.07906 -0.89263 4.01367
H8 -0.66747 1.44168 4.28917
H9 -2.43926 1.49250 4.14745
C11 -0.03436 -4.06770 -3.46964
C12 -1.11606 -3.58956 -2.50977
C13 -0.58441 -3.35427 -1.10128
S5 0.59451 -1.97215 -1.10008
O1 0.19654 -1.11860 0.11800
C14 2.15775 -2.75772 -0.62430
C15 2.38218 -2.86374 0.87817
C16 1.47136 -3.84657 1.60055
H10 -0.44019 -4.22000 -4.46810
H11 0.39516 -5.01457 -3.13654
H12 0.77637 -3.34002 -3.56011
H13 -1.90976 -4.33593 -2.44111
H14 -1.58059 -2.67297 -2.88083
H15 -0.10313 -4.24337 -0.69785
H16 -1.36486 -3.03012 -0.41239
H17 2.92483 -2.13520 -1.08680
H18 2.15940 -3.72838 -1.12635
H19 2.28271 -1.86811 1.31413
H20 3.42587 -3.15580 1.01043
H21 0.43298 -3.51198 1.58964
H22 1.77230 -3.94583 2.64281
H23 1.51606 -4.84083 1.15158

Calculated values
Net charge: +1
Highest occupied orbital energy (alpha / beta): -10.55 / -10.54 eV
<S²>: 3.760
Spin multiplicity: 4
LUMO level (alpha / beta): -3.145 / -3.325 eV
Frontier orbital gap (alpha / beta): 7.4 / 7.2 eV

natural (NBO) atomic charge list, values in e, 8 entries: atom 1 (Co): 1.34, atom 2 (S): -0.30, atom 3 (C): -0.10, atom 4 (N): -0.70, atom 5 (C): 0.19, atom 6 (C): -0.25, atom 7 (C): -0.19, atom 8 (C): -0.21

=====

No. 2
This record from the OMol25 dataset describes a cluster of 2 separate species, C16H23FN3O4S in total. The level of theory is ωB97M-V/def2-TZVPD.

Cartesian coordinates (Å):
C1 2.01690 -0.80576 0.50393
C2 2.26215 -2.06297 -0.33088
C3 1.74283 -1.96722 -1.76698
C4 0.20950 -1.76903 -1.80821
C5 -0.23461 -0.39199 -2.35713
C6 -1.26643 0.27496 -1.49071
C7 -2.28836 -0.46290 -0.95415
C8 -3.24411 0.15828 -0.14750
N1 -3.21871 1.42833 0.13203
N2 -2.23816 2.11979 -0.41723
S1 -2.37488 3.84014 0.02083
O1 -2.53212 4.52806 -1.19428
O2 -3.25818 3.91177 1.10321
F1 -0.92933 3.96969 0.53094
C9 -1.25086 1.65065 -1.20714
C10 -0.20549 2.55544 -1.77014
C11 1.12953 2.45372 -0.99483
C12 1.88048 3.77429 -1.13113
O3 1.79104 4.44205 -2.12561
O4 2.60837 4.17007 -0.05540
H1 2.25340 -1.00336 1.54915
H2 2.64737 0.02244 0.17435
H3 0.96703 -0.49880 0.48411
H4 1.77532 -2.90323 0.16865
H5 3.33454 -2.25988 -0.33339
H6 1.97543 -2.91351 -2.25313
H7 2.25543 -1.16001 -2.29296
H8 -0.16147 -1.91051 -0.79171
H9 -0.22330 -2.55887 -2.41860
H10 -0.72558 -0.54909 -3.32197
H11 0.61940 0.25188 -2.53740
H12 -2.35305 -1.52611 -1.13658
H13 -4.04702 -0.41869 0.28941
H14 -0.03475 2.22468 -2.79447
H15 -0.51743 3.58784 -1.85670
H16 0.98709 2.17987 0.04932
H17 1.77320 1.69201 -1.43854
H18 3.20427 3.47755 0.25538
N3 -0.79861 -1.74232 3.74237
C13 -0.99821 -2.23652 2.48119
C14 -0.41170 -3.47243 2.41333
C15 0.16558 -3.73428 3.68455
C16 -0.09184 -2.65110 4.48043
H19 -1.11963 -0.85391 4.07907
H20 -1.54315 -1.66891 1.74493
H21 -0.39957 -4.12078 1.55255
H22 0.70290 -4.61879 3.98054
H23 0.16476 -2.45255 5.50645

Calculated values
Net charge: +1
Highest occupied orbital energy: -10.90 eV
Spin multiplicity: 1
LUMO level: -5.285 eV
Frontier orbital gap: 5.6 eV

natural (NBO) atomic charge list, values in e, 8 entries: atom 1 (C): -0.61, atom 2 (C): -0.40, atom 3 (C): -0.39, atom 4 (C): -0.41, atom 5 (C): -0.44, atom 6 (C): 0.03, atom 7 (C): -0.12, atom 8 (C): 0.04

=====

No. 3
This record from the OMol25 dataset describes a structure of composition C16H23GaO4S. The level of theory is ωB97M-V/def2-TZVPD.

Cartesian coordinates (Å):
Ga1 -0.51462 1.40668 -0.30186
C1 -1.40493 -0.20330 1.83339
C2 -2.25436 -0.27639 0.67619
C3 -2.07416 -1.56240 0.08206
H1 -2.96946 0.47521 0.35831
C4 -1.16925 -2.29803 0.88999
C5 -0.74597 -1.45277 1.95929
H2 -0.01959 -1.72332 2.72838
H3 -1.30934 0.64148 2.50914
H4 -2.55339 -1.91477 -0.83206
H5 -0.84767 -3.32794 0.72054
C6 1.83293 1.10978 0.57389
C7 2.09381 0.19706 1.64286
C8 2.22981 -1.09826 1.09189
H6 2.20808 0.46396 2.69646
C9 2.10557 -1.00515 -0.32387
C10 1.83410 0.34577 -0.66106
H7 1.74062 0.73348 -1.67869
H8 1.85997 2.19687 0.66344
H9 2.39768 -2.02016 1.65038
H10 2.22704 -1.82608 -1.02965
O1 -1.22318 0.74583 -1.79310
C11 0.26579 -1.82419 -3.86646
C12 -0.90179 -0.90337 -3.95820
C13 0.11970 -3.14574 -3.21594
C14 1.58573 -1.43993 -4.40559
C15 -1.55972 0.31918 -3.09318
H11 -1.78186 -1.56398 -4.07687
H12 -0.80332 -0.39154 -4.93422
H13 -1.48446 1.23193 -3.70583
H14 -2.63144 0.08317 -3.00819
H15 0.66484 -3.92254 -3.79389
H16 -0.93584 -3.45646 -3.15028
H17 0.56559 -3.15724 -2.20015
H18 1.82752 -1.94394 -5.35878
H19 2.40571 -1.72741 -3.73055
H20 1.64772 -0.35965 -4.58499
C16 -0.59931 4.12729 2.23854
S1 -1.19092 3.89254 0.55933
O2 -2.11146 2.69676 0.59268
O3 -1.71130 5.14095 0.08074
O4 0.02307 3.37085 -0.24111
H21 -1.31539 4.81627 2.70645
H22 0.40052 4.58514 2.17946
H23 -0.54115 3.19131 2.81630

Calculated values
Net charge: -2
Highest occupied orbital energy: 2.19 eV
Spin multiplicity: 1
LUMO level: 4.109 eV
Frontier orbital gap: 1.9 eV

natural (NBO) atomic charge list, values in e, 8 entries: atom 1 (Ga): 1.77, atom 2 (C): -0.36, atom 3 (C): -0.40, atom 4 (C): -0.32, atom 5 (H): 0.22, atom 6 (C): -0.29, atom 7 (C): -0.35, atom 8 (H): 0.19

=====

No. 4
This record from the OMol25 dataset describes an isolated molecule of C16H23N5O. The level of theory is ωB97M-V/def2-TZVPD.

Cartesian coordinates (Å):
C1 1.96964 4.88507 -2.87431
O1 1.00676 4.54066 -1.90694
C2 1.16768 3.38547 -1.20923
C3 2.21995 2.49063 -1.37559
C4 2.27547 1.34127 -0.60691
C5 1.29385 1.05791 0.33108
C6 1.35750 -0.21680 1.13309
N1 1.51669 -1.35095 0.26635
N2 2.62192 -2.09529 0.22084
N3 2.45245 -2.98167 -0.66890
N4 1.26013 -2.87011 -1.24024
C7 0.66659 -1.84905 -0.66433
C8 -0.68025 -1.29910 -0.94757
N5 -1.45923 -1.20160 0.27781
C9 -1.77259 -2.52093 0.81474
C10 -2.00605 -2.45757 2.32504
C11 -3.46388 -2.24330 2.73742
C12 -4.23473 -1.24932 1.86325
C13 -3.39934 -0.06940 1.36721
C14 -2.63048 -0.36661 0.07992
C15 0.24484 1.95459 0.49521
C16 0.18166 3.10498 -0.26087
H1 2.02421 4.13701 -3.67164
H2 1.63845 5.83361 -3.29375
H3 2.96028 5.01396 -2.42695
H4 3.00022 2.67513 -2.09646
H5 3.09812 0.65393 -0.74496
H6 0.43611 -0.34512 1.70666
H7 2.22138 -0.21828 1.80444
H8 -0.55837 -0.29130 -1.36013
H9 -1.15657 -1.93310 -1.71323
H10 -2.63707 -2.97383 0.30597
H11 -0.90996 -3.16352 0.62148
H12 -1.38583 -1.65195 2.72148
H13 -1.65641 -3.38625 2.77978
H14 -3.98961 -3.20029 2.71261
H15 -3.47316 -1.89731 3.77349
H16 -4.65138 -1.76565 0.99567
H17 -5.08054 -0.87287 2.44266
H18 -4.07000 0.76507 1.14978
H19 -2.70751 0.25654 2.14385
H20 -3.32449 -0.81871 -0.65214
H21 -2.27797 0.58114 -0.33930
H22 -0.52678 1.74812 1.22132
H23 -0.62730 3.80798 -0.14081

Calculated values
Highest occupied orbital energy: -8.80 eV
Spin multiplicity: 1
LUMO level: 0.700 eV
Frontier orbital gap: 9.5 eV

natural (NBO) atomic charge list, values in e, 8 entries: atom 1 (C): -0.25, atom 2 (O): -0.49, atom 3 (C): 0.31, atom 4 (C): -0.32, atom 5 (C): -0.12, atom 6 (C): -0.10, atom 7 (C): -0.24, atom 8 (N): -0.19

=====

Asked for largest force on an atom across the records above, the calculation gives 1.1; 0.9; 2.9; 1.4 eV/Å in order.
Asked for electronic energy across the records above, the calculation gives -4181.77745; -1586.44992; -3247.19471; -972.46011 Eh in order.